Run w
Below is a 2-piece molecular cluster, C3H9S2 overall, with properties calculated with ωB97M-V with the def2-TZVPD basis set.

CARTESIAN COORDINATES (ANGSTROEM)
C: 0.41 -1.25 -1.68
C: -0.27 -0.70 -0.43
S: -1.06 0.88 -0.89
C: -1.02 1.80 0.65
H: 0.81 -2.26 -1.49
H: 1.28 -0.67 -1.97
H: -0.31 -1.30 -2.51
H: 0.48 -0.61 0.40
H: -0.97 -1.47 -0.08
H: -1.67 1.28 1.36
H: -0.02 1.84 1.08
H: -1.46 2.77 0.41
S: 1.24 -0.10 2.63
H: 2.57 -0.21 2.50

## Properties
Orbital gap (eV): 6.195
Charge: -1
HOMO (eV): -2.80



Run x
Below is a 2-piece molecular cluster, C3H9S2 overall, with properties calculated with ωB97M-V with the def2-TZVPD basis set.

CARTESIAN COORDINATES (ANGSTROEM)
C: -3.62 1.47 1.55
S: -2.60 -0.11 0.94
H: -3.53 2.17 0.64
H: -4.65 1.35 1.87
H: -3.09 1.98 2.31
C: 0.64 -0.35 -0.93
S: 2.06 -0.66 -2.08
C: 3.17 -1.17 -0.66
H: 1.16 0.29 -0.29
H: 0.16 -1.32 -0.58
H: 0.13 0.17 -1.70
H: 2.82 -0.54 0.10
H: 3.05 -2.17 -0.21
H: 4.30 -1.11 -0.95

## Properties
Orbital gap (eV): 5.301
Charge: -1
HOMO (eV): -2.27



Quick look at relative energies in eV: run w 0.000; run x 1.778.



Run w
Below is C6H7N as an isolated structure, with properties calculated with ωB97M-V with the def2-TZVPD basis set.

CARTESIAN COORDINATES (ANGSTROEM)
N: -1.68 -0.03 -2.89
C: -1.03 -0.29 -1.97
C: -0.20 -0.57 -0.80
C: -0.80 -0.14 0.56
C: 0.79 -0.55 1.76
C: 0.63 0.57 0.89
C: 1.02 0.37 -0.58
H: 0.08 -1.62 -0.78
H: -1.53 0.66 0.51
H: -1.19 -0.95 1.20
H: 0.44 -0.24 2.76
H: 0.53 1.60 1.26
H: 0.94 1.29 -1.17
H: 2.00 -0.09 -0.74

## Properties
Orbital gap (eV): 9.393
HOMO (eV): -8.96



Run x
Below is the molecule C6H7N, with properties calculated with ωB97M-V with the def2-TZVPD basis set.

CARTESIAN COORDINATES (ANGSTROEM)
C: 0.42 1.23 -0.46
C: 1.16 0.37 0.49
C: -0.06 -1.51 -0.10
C: 0.27 -0.63 1.08
N: -0.83 0.31 1.22
C: -1.00 0.60 -0.18
C: -0.99 -0.81 -0.76
H: 0.80 1.24 -1.49
H: 0.43 2.27 -0.09
H: 2.25 0.35 0.60
H: 0.47 -2.42 -0.34
H: 0.58 -1.09 2.02
H: -1.83 1.26 -0.44
H: -1.65 -1.17 -1.53

## Properties
Orbital gap (spin up / spin down) (eV): 8.030 / 9.353
HOMO (spin up / spin down) (eV): -7.81 / -9.05



Quick look at relative energies in eV: run w 0.080; run x 0.000.



Run w
Below is C6H7N as an isolated structure, with properties calculated with ωB97M-V with the def2-TZVPD basis set.

CARTESIAN COORDINATES (ANGSTROEM)
C: 1.70 -0.49 0.23
C: -0.01 1.40 -0.49
C: -0.69 0.28 -1.12
C: -1.58 0.35 0.18
C: -0.75 -0.85 -0.12
N: 0.32 -0.51 0.83
C: -0.30 0.84 0.88
H: 1.89 -0.14 -0.82
H: 2.05 -1.51 0.25
H: 2.38 0.14 0.82
H: -1.00 0.24 -2.16
H: -2.66 0.52 0.23
H: -1.12 -1.86 -0.33
H: -0.31 1.43 1.80

## Properties
Orbital gap (eV): 9.040
HOMO (eV): -8.13



Run x
Below is the molecule C6H7N, with properties calculated with ωB97M-V with the def2-TZVPD basis set.

CARTESIAN COORDINATES (ANGSTROEM)
N: -0.43 2.00 -0.54
C: -0.47 1.92 -1.72
C: -0.18 0.94 0.43
C: 1.21 0.26 0.19
C: 0.91 -1.14 -0.28
C: -0.39 -1.42 -0.23
C: -1.20 -0.24 0.28
H: -0.24 1.38 1.43
H: 1.86 0.80 -0.51
H: 1.74 0.22 1.14
H: 1.68 -1.85 -0.59
H: -0.84 -2.38 -0.49
H: -2.06 -0.02 -0.37
H: -1.60 -0.48 1.27

## Properties
Orbital gap (eV): 10.513
HOMO (eV): -9.62



Quick look at relative energies in eV: run w 4.148; run x 0.000.



Run w
Below is an isolated ion of composition C5H7N4 and charge +1, with properties calculated with ωB97M-V with the def2-TZVPD basis set.

CARTESIAN COORDINATES (ANGSTROEM)
C: 2.27 -0.44 -0.05
N: 0.98 -0.51 -0.56
C: -0.02 0.20 -0.03
N: 0.03 1.00 0.95
C: -1.51 -0.20 -0.66
C: -1.99 -1.26 0.12
N: -2.44 -1.96 0.89
C: -2.17 1.07 -0.39
N: -2.72 2.04 -0.14
H: 2.24 -0.83 0.91
H: 3.03 -0.98 -0.49
H: 2.71 0.52 0.12
H: 1.01 -0.88 -1.52
H: -0.81 1.67 1.02
H: 0.80 1.00 1.61
H: -1.39 -0.45 -1.80

## Properties
Orbital gap (eV): 11.324
Charge: +1
HOMO (eV): -15.96



Run x
Below is a 2-piece molecular cluster, C5H7N4 overall, with properties calculated with ωB97M-V with the def2-TZVPD basis set.

CARTESIAN COORDINATES (ANGSTROEM)
C: 0.40 0.81 -0.53
C: -0.29 1.53 1.43
C: -0.89 1.45 -0.73
C: -1.73 1.83 -1.65
C: -2.60 2.31 0.61
N: 0.70 0.92 0.77
N: -3.19 2.55 -0.43
N: -1.28 1.80 0.59
N: 3.05 -4.93 0.06
H: 1.09 0.42 -1.25
H: -0.16 1.63 2.45
H: -1.98 1.90 -2.63
H: -2.88 2.76 1.63
H: 3.24 -4.09 -0.45
H: 2.71 -5.68 -0.49
H: 3.78 -5.22 0.60

## Properties
Orbital gap (eV): 4.427
Charge: +1
HOMO (eV): -11.69



Quick look at relative energies in eV: run w 0.000; run x 2.759.